No. 1
C18H37N2ORuS | the ωB97M-V functional and the def2-TZVPD basis

**Max |F|**: 1.79 eV Å⁻¹
**Spin multiplicity**: 2
**Orbital gap (spin up / spin down)**: 7.99 / 8.22 eV
**Total energy**: -1385.293166 Ha
**Expectation value of S²**: 0.7611
**Charge**: +2
**ΔE to the lowest compared entry with this formula, charge and spin**: 23.74 kcal per mole

Each line ends with the Mulliken charge.
Atoms and positions in Å:
1 Ru -0.0184 -0.0623 0.0736  0.3777
2 C -0.7002 -0.8138 1.9181  0.4419
3 C 0.5811 -0.2874 2.2489  1.0669
4 C 1.5472 -1.0235 1.5087  1.6578
5 C 0.9018 -1.9348 0.6748  0.8764
6 C -0.4881 -1.9354 1.0422  0.5966
7 C -1.5216 -2.9481 0.7309  -1.4150
8 C 1.6168 -2.9607 -0.1405  -2.0364
9 C 3.0193 -1.0716 1.7312  -2.2097
10 C 0.7905 0.7133 3.3355  -2.0979
11 C -1.9957 -0.4788 2.5778  -1.9439
12 H -2.4959 -2.4968 0.5749  0.2134
13 H -1.5899 -3.6023 1.6059  0.3769
14 H -1.2548 -3.5722 -0.1175  0.3966
15 H 2.4200 -2.5189 -0.7298  0.3870
16 H 0.9435 -3.4926 -0.8110  0.4631
17 H 2.0630 -3.7088 0.5192  0.3782
18 H 3.5983 -1.0041 0.8113  0.4553
19 H 3.2271 -2.0631 2.1442  0.4363
20 H 3.3634 -0.3287 2.4422  0.5245
21 H 1.8269 1.0283 3.4174  0.4971
22 H 0.4994 0.2693 4.2895  0.3828
23 H 0.1701 1.5979 3.1889  0.3200
24 H -2.8303 -0.6177 1.8915  0.4329
25 H -2.0049 0.5536 2.9244  0.3753
26 H -2.1629 -1.1219 3.4447  0.3518
27 C -1.9902 2.0302 -1.8984  -1.3387
28 N -1.0059 2.0247 -0.7970  1.0722
29 C -1.7055 2.4787 0.4069  -1.0674
30 C 0.0505 2.9702 -1.2180  -1.3259
31 C 1.2396 2.9490 -0.3332  -1.0450
32 N 1.9014 1.6162 -0.2103  0.7748
33 C 2.5217 1.1965 -1.4766  -1.1002
34 C 2.9716 1.8686 0.7706  -1.3479
35 H -2.3337 3.0533 -2.0784  0.4262
36 H -2.8533 1.4280 -1.6341  0.2458
37 H -1.5398 1.6535 -2.8137  0.4294
38 H -1.9259 3.5527 0.4126  0.3795
39 H -1.1126 2.2877 1.3015  0.1194
40 H -2.6308 1.9144 0.5043  0.3834
41 H -0.3658 3.9835 -1.2456  0.3927
42 H 0.3417 2.7124 -2.2380  0.5518
43 H 0.9582 3.2580 0.6746  0.4954
44 H 1.9752 3.6712 -0.7062  0.4271
45 H 3.1492 1.9887 -1.9001  0.3712
46 H 1.7588 0.9227 -2.2071  0.2401
47 H 3.1458 0.3222 -1.2964  0.3563
48 H 3.6225 2.6685 0.4022  0.4696
49 H 3.5860 0.9999 0.9185  0.3435
50 H 2.5430 2.1851 1.7170  0.3827
51 C -3.5069 -1.6702 -2.7003  -1.1181
52 S -1.8389 -1.0441 -2.5809  0.3922
53 C -0.9550 -2.5695 -2.8807  -0.9255
54 O -1.7182 -0.7033 -1.0888  -0.4932
55 H -3.6315 -2.4951 -2.0048  0.3615
56 H -3.6975 -1.9918 -3.7240  0.4751
57 H -4.1704 -0.8454 -2.4475  0.3335
58 H -0.9268 -2.6700 -3.9680  0.5314
59 H -1.4281 -3.4374 -2.4315  0.3269
60 H 0.0660 -2.4277 -2.5254  0.1743

Atomic forces in eV per Å
Ru 1.125 0.697 -0.480
C -0.642 -0.691 0.324
C -0.195 0.531 -0.154
C 0.637 0.890 0.620
C -1.090 -1.407 -0.143
C 0.262 0.154 0.033
C 0.085 -0.123 -0.080
C -0.131 -0.040 -0.151
C -0.019 -0.018 -0.036
C 0.133 0.083 -0.096
C 0.023 0.154 -0.052
H -0.065 0.008 -0.051
H -0.041 -0.011 -0.032
H -0.025 0.011 -0.052
H 0.007 -0.012 -0.013
H 0.033 0.028 0.039
H 0.020 0.023 0.013
H -0.010 -0.013 -0.011
H 0.012 0.019 0.058
H 0.036 -0.031 0.019
H 0.006 -0.003 0.015
H 0.001 0.002 0.008
H 0.010 0.012 0.020
H -0.009 -0.008 0.018
H -0.024 -0.016 0.019
H 0.035 -0.024 -0.004
C -0.070 -0.047 0.021
N 0.141 -0.171 0.094
C 0.030 0.235 0.781
C -0.268 -0.226 -0.290
C 0.345 -0.224 0.322
N -0.650 0.276 -0.032
C -0.094 -0.033 -0.085
C 0.103 0.058 -0.053
H 0.011 0.013 0.009
H -0.011 -0.034 0.014
H 0.017 0.037 -0.005
H -0.127 -0.030 -0.318
H 0.077 0.002 -0.026
H -0.027 0.053 0.031
H 0.050 0.015 -0.033
H -0.084 0.014 -0.023
H 0.065 0.011 0.028
H -0.027 0.033 0.040
H -0.004 -0.001 0.011
H 0.008 0.052 -0.052
H -0.009 -0.003 0.002
H -0.036 0.034 0.016
H 0.111 -0.099 -0.055
H -0.002 -0.006 0.021
C -0.009 0.198 -0.021
S -0.070 -0.314 -0.203
C 0.131 0.195 -0.250
O 0.285 -0.099 0.072
H 0.004 -0.043 0.072
H 0.071 0.021 -0.018
H -0.043 -0.026 -0.019
H 0.003 -0.107 0.030
H -0.043 0.020 0.112
H -0.057 -0.018 -0.024

=====

No. 2
C6H27O7 | the ωB97M-V functional and the def2-TZVPD basis

**Max |F|**: 8.89 eV Å⁻¹
**Orbital gap**: 11.12 eV
**Total energy**: -770.963952 Ha
**Charge**: +1
**ΔE to the lowest compared entry with this formula, charge and spin**: 172.87 kcal per mole

Each line ends with the Mulliken charge.
Atoms and positions in Å:
1 O -0.1339 -0.0015 0.3995  0.2172
2 H -0.6819 -0.7195 0.1395  0.2857
3 H 0.7831 -0.1295 0.3965  0.2562
4 H -0.5949 0.6345 -0.1175  0.2523
5 C 2.7181 1.8725 -1.0815  -0.8320
6 O 2.2151 1.4385 0.1145  -0.3601
7 H 3.2951 1.1315 -1.5785  0.2895
8 H 3.3441 2.6925 -0.8595  0.4472
9 H 1.9251 2.2815 -1.8635  0.1727
10 H 2.8181 1.9065 0.6455  0.2502
11 C 2.7432 -0.6965 2.8495  -0.6124
12 O 1.9881 -1.4055 1.7785  -0.4179
13 H 3.5512 -1.2395 3.3205  0.3414
14 H 1.9071 -0.1455 3.2295  0.2598
15 H 3.4552 -0.0405 2.3965  0.1825
16 H 2.6021 -2.1555 1.5735  0.2546
17 C -2.7009 0.2315 -2.1835  -0.8660
18 O -1.3619 0.6215 -2.0885  -0.3729
19 H -3.2269 0.8605 -2.7535  0.4992
20 H -3.2989 0.4775 -1.3325  0.2655
21 H -2.8519 -0.7645 -2.4425  0.3284
22 H -0.9389 0.6875 -2.9475  0.2200
23 C -2.7989 -1.8565 1.6475  -0.9638
24 O -2.7019 -1.5595 0.2335  -0.4343
25 H -3.7879 -1.8715 1.9375  0.4512
26 H -2.5068 -1.1775 2.2605  0.4219
27 H -2.4509 -2.9395 1.8455  0.2604
28 H -3.4089 -1.8785 -0.3235  0.2901
29 C 1.1771 -2.6265 -1.9195  -0.7021
30 O 0.1401 -2.3475 -0.9705  -0.3465
31 H 1.0721 -3.5835 -2.5545  0.3226
32 H 2.2711 -2.4225 -1.6395  0.2568
33 H 0.9601 -1.9075 -2.8955  0.1927
34 H -0.5439 -2.8325 -1.1265  0.1955
35 C -0.7499 3.2365 1.3505  -0.8366
36 O -0.7599 2.7225 0.0025  -0.4036
37 H -0.8899 4.3245 1.1935  0.3728
38 H 0.1321 3.0475 1.8835  0.2720
39 H -1.3919 2.7635 1.8465  0.3256
40 H -1.3189 3.3705 -0.3645  0.2642

Atomic forces in eV per Å
O -2.889 0.225 2.050
H -0.465 -3.075 -0.253
H 3.234 -0.202 -0.375
H 0.216 3.248 -1.603
C -1.633 1.429 -3.797
O -1.571 -1.188 0.613
H 0.508 -0.823 -0.531
H 0.929 1.149 -0.364
H 1.210 -0.957 1.787
H 0.447 0.238 2.300
C -0.501 0.101 -2.668
O 2.399 -1.147 0.602
H -1.187 -1.179 1.420
H 0.441 0.221 1.739
H -0.092 1.408 -0.999
H -1.231 0.742 -0.254
C 0.627 0.125 1.544
O 0.748 0.008 1.000
H -1.660 2.162 -3.602
H 0.579 -0.375 1.722
H -0.124 -1.815 -0.562
H -0.225 -0.066 -0.097
C -1.598 -6.773 -4.496
O 1.618 0.941 0.892
H -2.700 -0.384 0.218
H 3.410 4.575 3.214
H 0.054 1.947 -0.081
H -0.444 -0.294 0.465
C -0.249 1.347 -4.608
O 7.696 4.196 1.510
H 0.188 0.766 1.983
H -2.033 -0.447 0.308
H 0.805 -1.070 2.408
H -6.507 -4.816 -1.559
C 4.136 4.143 -4.648
O 1.118 -1.118 0.989
H -0.095 -0.540 1.126
H 1.919 -0.092 0.115
H -6.078 -3.180 4.159
H -1.003 0.571 -1.666

=====

No. 3
C4H9NO2 | the ωB97M-V functional and the def2-TZVPD basis

**Max |F|**: 0.40 eV Å⁻¹
**Orbital gap**: 10.59 eV
**Total energy**: -363.058950 Ha
**ΔE to the lowest compared entry with this formula, charge and spin**: 16.68 kcal per mole
**SMILES**: C[C@@H](O)CNC=O

Each line ends with the Mulliken charge.
Atoms and positions in Å:
1 C 0.6858 0.6089 -1.9918  -1.5030
2 C -0.0642 0.4983 -0.6737  0.5929
3 O -1.4360 0.4360 -0.9765  -0.5768
4 C 0.3976 -0.7442 0.1176  -0.8492
5 N 0.3592 -0.5845 1.5677  -0.0791
6 C -0.7553 -0.2485 2.2478  0.0241
7 O -1.8370 0.0171 1.7432  -0.6221
8 H 1.7590 0.7505 -1.8217  0.3980
9 H 0.3034 1.4621 -2.5581  0.3583
10 H 0.5394 -0.2942 -2.5949  0.3463
11 H 0.1638 1.3859 -0.0594  0.1874
12 H -1.8916 0.3222 -0.1229  0.4360
13 H -0.2395 -1.5845 -0.1853  0.2777
14 H 1.4316 -0.9967 -0.1344  0.3990
15 H 1.1868 -0.8001 2.1015  0.2461
16 H -0.6030 -0.2284 3.3410  0.3643

Atomic forces in eV per Å
C 0.024 0.004 -0.031
C 0.370 -0.007 -0.013
O -0.127 0.039 0.153
C 0.036 -0.052 -0.122
N -0.142 0.023 0.103
C -0.091 0.011 -0.027
O 0.365 -0.115 0.128
H -0.162 -0.018 -0.030
H 0.054 -0.121 0.062
H 0.003 0.103 0.087
H -0.066 -0.096 -0.070
H -0.027 0.012 -0.123
H 0.082 0.090 0.032
H -0.136 0.069 0.004
H -0.150 0.049 -0.046
H -0.033 0.007 -0.107